{"formula": "C35H34IrN3O3", "method": "ωB97M-V/def2-TZVPD", "species": ["Ir", "O", "C", "C", "C", "C", "C", "C", "C", "C", "C", "O", "C", "C", "C", "C", "C", "C", "C", "C", "C", "C", "C", "C", "N", "C", "C", "C", "C", "C", "C", "C", "C", "C", "C", "C", "C", "H", "H", "H", "H", "H", "H", "H", "H", "H", "H", "H", "H", "H", "H", "H", "H", "H", "H", "H", "H", "H", "H", "H", "H", "H", "H", "H", "C", "H", "H", "H", "N", "C", "N", "O", "H", "H", "H", "H"], "xyz": [[0.3871, -0.2014, -0.8821], [-0.7670, 1.2788, -0.9100], [-0.5141, 2.5700, -0.3736], [0.9458, 2.6844, 0.0688], [1.2256, 1.8035, 1.2336], [1.6910, 2.3484, 2.4149], [2.0253, 1.5129, 3.4614], [1.8020, 0.1604, 3.3152], [1.2394, -0.3374, 2.1475], [0.7984, -1.7696, 2.1796], [0.5214, -2.4154, 0.8372], [-0.4962, -1.7096, 0.1886], [1.7213, -2.4149, -0.1057], [3.0480, -2.2082, 0.2850], [4.0706, -2.3491, -0.6330], [3.7952, -2.7021, -1.9570], [2.4896, -2.8983, -2.3584], [1.4502, -2.7481, -1.4396], [0.0598, -3.8494, 1.1246], [-1.2441, -4.0495, 1.5699], [-1.7043, -5.3259, 1.8524], [-0.8631, -6.4195, 1.6934], [0.4392, -6.2255, 1.2623], [0.9016, -4.9452, 0.9814], [1.0028, 0.4712, 1.0931], [-1.4203, 2.8178, 0.8349], [-1.6236, 4.1120, 1.3043], [-2.3918, 4.3331, 2.4374], [-2.9764, 3.2654, 3.1056], [-2.7764, 1.9744, 2.6426], [-2.0020, 1.7508, 1.5104], [-0.8155, 3.5803, -1.4853], [0.1740, 4.2327, -2.2106], [-0.1644, 5.0991, -3.2452], [-1.4926, 5.3098, -3.5744], [-2.4869, 4.6498, -2.8628], [-2.1494, 3.7897, -1.8321], [1.1917, 3.7169, 0.3038], [1.5515, 2.3585, -0.7665], [1.8073, 3.4199, 2.4923], [2.4459, 1.9086, 4.3765], [2.0226, -0.5303, 4.1175], [-0.1524, -1.8014, 2.7181], [1.5107, -2.3562, 2.7615], [3.2895, -1.9493, 1.3084], [5.0946, -2.1970, -0.3171], [4.6083, -2.8355, -2.6583], [2.2700, -3.1768, -3.3809], [0.4341, -2.9757, -1.7308], [-1.9019, -3.1971, 1.6938], [-2.7175, -5.4678, 2.2063], [-1.2216, -7.4172, 1.9097], [1.1040, -7.0714, 1.1445], [1.9243, -4.8107, 0.6496], [-1.1864, 4.9531, 0.7785], [-2.5399, 5.3436, 2.7959], [-3.5891, 3.4416, 3.9799], [-3.2257, 1.1369, 3.1618], [-1.8443, 0.7441, 1.1444], [1.2234, 4.0946, -1.9853], [0.6206, 5.6041, -3.7932], [-1.7529, 5.9845, -4.3793], [-3.5285, 4.8041, -3.1137], [-2.9299, 3.2775, -1.2825], [2.2072, 0.4458, -1.5789], [2.8333, 0.8129, -0.7684], [2.0310, 1.2317, -2.3180], [2.6777, -0.4016, -2.0709], [-2.6081, -1.5409, -1.5010], [-1.8343, -1.3498, -2.5694], [-2.3330, -1.6360, -3.7843], [-0.6451, -0.9214, -2.5294], [-3.5073, -1.9781, -1.5912], [-2.1565, -1.5420, -0.5922], [-3.2912, -1.9033, -3.9164], [-1.7824, -1.3939, -4.5890]], "forces_ev_per_a": [[0.43, -0.80, 2.98], [-0.35, 0.19, -0.77], [-0.06, 0.62, 0.25], [-0.18, -0.18, -0.06], [0.11, -0.17, 0.01], [0.03, -0.01, -0.02], [0.05, -0.04, 0.06], [-0.07, 0.09, 0.02], [-0.14, 0.10, 0.09], [0.14, 0.09, -0.21], [0.09, -0.56, 0.14], [-0.79, 0.00, 0.05], [-0.24, 0.11, -0.22], [0.16, 0.01, -0.06], [-0.03, 0.03, 0.07], [0.00, -0.04, 0.05], [0.00, 0.02, -0.02], [0.10, 0.00, -0.02], [-0.08, 0.04, -0.18], [-0.01, 0.00, -0.02], [0.02, 0.01, 0.03], [-0.01, 0.01, 0.01], [0.04, 0.01, 0.03], [-0.04, 0.01, 0.03], [0.52, 0.19, -0.86], [-0.05, -0.22, -0.06], [0.07, -0.02, 0.07], [0.01, 0.02, -0.01], [0.01, -0.01, 0.02], [0.02, -0.01, -0.02], [0.04, 0.06, 0.01], [-0.11, -0.31, -0.15], [-0.03, 0.07, 0.01], [0.02, -0.04, 0.00], [0.02, 0.00, 0.02], [-0.02, -0.03, -0.03], [0.01, 0.01, -0.02], [-0.05, 0.00, 0.09], [0.15, 0.31, 0.00], [0.02, -0.01, -0.04], [-0.03, 0.00, 0.00], [-0.04, -0.01, 0.00], [0.04, 0.02, 0.08], [0.01, 0.01, 0.02], [-0.03, -0.03, 0.01], [0.00, 0.00, -0.02], [-0.01, 0.03, -0.01], [-0.01, -0.01, 0.02], [0.04, -0.04, 0.04], [0.00, -0.01, -0.02], [0.00, 0.00, -0.03], [0.00, 0.01, 0.00], [-0.01, 0.00, 0.00], [-0.01, -0.01, -0.03], [-0.01, 0.00, 0.00], [-0.02, -0.01, -0.02], [0.02, 0.00, 0.01], [-0.01, 0.01, -0.02], [-0.06, -0.01, 0.03], [-0.01, -0.02, 0.02], [-0.02, 0.01, 0.00], [0.00, 0.00, 0.01], [0.01, 0.01, 0.00], [0.01, 0.01, 0.01], [-0.40, 0.22, -0.72], [0.02, -0.06, 0.01], [0.21, -0.05, -0.09], [0.05, 0.02, -0.03], [0.07, 0.14, 0.12], [0.02, 0.08, -0.14], [0.01, 0.00, -0.07], [0.33, 0.26, -0.41], [-0.02, 0.02, -0.05], [0.06, -0.15, 0.01], [0.00, -0.02, 0.00], [0.00, 0.04, 0.02]], "multiplicity": 2, "s_squared": 0.754, "e_tot_ev": -50293.6991, "de_lowest_ev": 0.9049, "homo_energy_ev": [-10.867, -11.206], "charge": 1, "gap_ha": [0.28844, 0.28304]}

{"formula": "C23H19F3N3NdO3S", "method": "ωB97M-V/def2-TZVPD", "species": ["Nd", "O", "C", "C", "C", "C", "C", "C", "C", "N", "N", "C", "O", "C", "C", "C", "C", "C", "C", "H", "H", "H", "H", "H", "H", "H", "H", "H", "H", "F", "C", "F", "F", "C", "C", "C", "C", "N", "C", "S", "H", "H", "H", "C", "C", "C", "O", "H", "H", "H", "H", "H", "H"], "xyz": [[-0.9626, 0.0702, -1.2473], [-2.7585, 0.6726, -0.1670], [-2.7052, 1.8096, 0.5301], [-3.6625, 2.8050, 0.3113], [-3.6070, 4.0013, 0.9945], [-2.6123, 4.2393, 1.9431], [-1.6793, 3.2543, 2.1774], [-1.6786, 2.0394, 1.4789], [-0.6242, 1.0761, 1.7817], [-0.3564, 0.0618, 1.0437], [0.6409, -0.8088, 1.4860], [0.8573, -1.6984, 0.5609], [0.2653, -1.7345, -0.5990], [1.8635, -2.7651, 0.8399], [2.1858, -3.6804, -0.1552], [3.1322, -4.6686, 0.0847], [3.7569, -4.7458, 1.3197], [3.4322, -3.8353, 2.3193], [2.4918, -2.8475, 2.0802], [-4.4351, 2.6129, -0.4216], [-4.3486, 4.7638, 0.7893], [-2.5674, 5.1738, 2.4836], [-0.8970, 3.4158, 2.9117], [-0.0222, 1.2321, 2.6771], [1.6842, -3.6112, -1.1105], [3.3808, -5.3773, -0.6948], [4.4956, -5.5134, 1.5124], [3.9133, -3.8910, 3.2873], [2.2359, -2.1328, 2.8504], [3.5490, 4.7813, -0.7740], [2.3406, 4.2810, -1.1045], [1.5247, 4.5449, -0.0738], [1.9094, 4.9871, -2.1576], [2.4245, 2.8041, -1.3953], [3.6398, 2.1653, -1.3065], [3.7384, 0.7918, -1.5221], [2.5771, 0.1167, -1.8094], [1.3993, 0.7381, -1.9433], [1.2740, 2.0646, -1.7593], [-0.3346, 2.7328, -1.9483], [4.5188, 2.7413, -1.0501], [4.6799, 0.2690, -1.4442], [2.5605, -0.9601, -1.9285], [-2.8141, -2.7235, -0.3352], [-3.3539, -1.9472, -1.4972], [-4.8306, -1.8186, -1.6466], [-2.5987, -1.3876, -2.2913], [-3.5607, -3.4230, 0.0380], [-2.6008, -2.0220, 0.4788], [-1.8878, -3.2250, -0.6065], [-5.2410, -2.8063, -1.8757], [-5.0794, -1.1082, -2.4279], [-5.2529, -1.5141, -0.6873]], "forces_ev_per_a": [[0.35, 0.09, -1.23], [-0.50, 0.54, 0.29], [0.11, -0.58, -0.08], [-0.05, 0.09, 0.11], [-0.06, 0.05, 0.01], [0.02, -0.13, -0.04], [0.23, -0.02, 0.15], [-0.04, 0.07, 0.09], [-0.19, 0.11, 0.03], [0.32, 0.18, 0.54], [-0.23, 0.18, -0.10], [0.18, -0.44, -0.26], [0.16, -0.11, 0.38], [-0.04, 0.18, 0.05], [0.04, -0.07, 0.03], [-0.04, 0.04, -0.04], [0.03, 0.00, 0.09], [-0.03, 0.03, -0.05], [0.05, -0.02, 0.07], [0.01, -0.01, -0.01], [0.00, 0.00, 0.01], [-0.02, 0.02, -0.01], [-0.01, 0.03, -0.01], [-0.07, 0.00, 0.06], [0.00, 0.00, -0.02], [0.00, 0.00, 0.00], [-0.01, -0.01, -0.03], [0.02, -0.03, -0.01], [-0.02, 0.01, -0.04], [0.07, 0.03, 0.01], [-0.05, -0.13, -0.02], [-0.04, 0.02, 0.04], [-0.02, 0.04, -0.04], [-0.09, 0.12, -0.08], [0.12, -0.03, 0.05], [-0.05, 0.05, -0.01], [0.02, 0.12, 0.02], [-0.14, -0.25, 0.05], [-0.12, 0.26, -0.02], [0.44, -0.15, 0.04], [0.00, -0.03, 0.00], [0.01, 0.02, 0.01], [-0.02, 0.00, -0.02], [-0.23, -0.12, -0.04], [-0.06, 0.21, 0.01], [0.04, -0.18, 0.05], [-0.14, -0.30, 0.03], [0.07, -0.06, -0.01], [0.01, 0.08, -0.05], [0.03, 0.01, 0.04], [-0.04, 0.04, -0.02], [-0.02, 0.00, -0.01], [-0.01, 0.04, -0.02]], "multiplicity": 4, "s_squared": 3.753, "e_tot_ev": -69041.1446, "de_lowest_ev": 0.0000, "homo_energy_ev": [-7.765, -7.760], "gap_ha": [0.28627, 0.28699]}

{"formula": "C22H23BNO", "method": "ωB97M-V/def2-TZVPD", "species": ["C", "C", "N", "B", "H", "C", "C", "C", "C", "C", "H", "H", "H", "H", "H", "H", "H", "H", "H", "H", "H", "C", "C", "C", "C", "C", "O", "C", "C", "C", "C", "C", "C", "C", "C", "C", "C", "H", "H", "H", "H", "H", "H", "H", "H", "H", "H", "H"], "xyz": [[1.5501, -4.9264, -2.9639], [2.1413, -3.5553, -3.1892], [1.7499, -2.7615, -2.1681], [0.9355, -3.7661, -1.2815], [-0.1617, -0.1742, 1.3220], [2.1031, -1.4631, -2.1206], [1.5571, -0.6247, -0.9925], [2.9149, -0.9285, -3.1378], [3.3695, -1.7123, -4.1923], [2.9473, -3.0521, -4.1927], [1.7752, -5.7408, -3.6406], [1.8535, -5.2899, -1.9564], [0.4437, -4.8633, -2.9572], [-0.2358, -3.6253, -1.3939], [1.5286, -4.1069, -0.3214], [1.9221, 0.4199, -1.0003], [0.4570, -0.6023, -1.0520], [1.8313, -1.0617, -0.0250], [3.1854, 0.1273, -3.1377], [4.0116, -1.3260, -5.0095], [3.2538, -3.7095, -4.9889], [-5.8597, 3.1589, 1.0544], [-5.6897, 1.8113, 1.4136], [-4.4198, 1.2840, 1.5984], [-3.2553, 2.0862, 1.4578], [-1.9504, 1.5646, 1.8092], [-0.9225, 2.4616, 1.6022], [0.3398, 2.2748, 2.1369], [0.6832, 1.0056, 2.6263], [2.0442, 0.6399, 2.6316], [3.0135, 1.6011, 2.4184], [2.6593, 2.8796, 1.9938], [1.3276, 3.1919, 1.7630], [-0.3109, -0.0863, 2.3588], [-1.7134, 0.3579, 2.3907], [-3.4372, 3.4227, 1.0303], [-4.7100, 3.9537, 0.8636], [-6.8589, 3.5716, 0.9364], [-6.5650, 1.1667, 1.5555], [-4.3059, 0.2272, 1.8333], [2.2617, -0.4280, 2.7327], [4.0636, 1.2874, 2.4797], [3.4459, 3.6027, 1.7455], [1.0653, 4.0530, 1.1313], [-0.1078, -1.0107, 2.9107], [-2.5161, -0.3887, 2.5241], [-2.5746, 4.0508, 0.8183], [-4.8401, 5.0029, 0.5828]], "forces_ev_per_a": [[-0.36, 0.26, 0.15], [0.43, 0.19, -0.54], [0.18, -0.67, -0.49], [-0.01, 2.33, 0.74], [0.55, -1.38, -1.63], [-0.02, 0.86, 0.14], [-0.01, 0.12, 0.02], [0.03, 0.09, -0.13], [-0.49, -0.65, 0.36], [0.15, -0.30, -0.33], [0.31, 0.03, -0.16], [0.20, -0.09, -0.25], [0.28, 0.02, -0.35], [0.06, -0.46, 0.08], [-0.13, -0.40, 0.03], [-0.11, -0.66, -0.16], [0.30, -0.01, 0.03], [-0.06, 0.05, -0.11], [-0.21, -0.28, 0.37], [-0.55, -0.23, 0.76], [0.02, -0.15, -0.11], [0.94, -0.17, 0.21], [-0.20, 0.28, -0.15], [0.68, 0.34, -0.15], [-1.80, 0.80, -0.34], [0.48, -1.34, 1.62], [-0.08, 0.50, -0.12], [0.32, -1.01, -0.77], [0.93, 0.09, -1.02], [-1.11, 0.43, 0.68], [0.83, -0.44, -0.04], [0.35, 0.10, -0.05], [-0.46, 0.18, -0.11], [0.19, 0.08, 1.39], [-1.29, 0.96, -0.88], [0.19, -0.46, 0.19], [-0.97, -0.29, -0.09], [0.25, -0.03, -0.01], [0.38, 0.28, -0.10], [-0.14, 0.28, 0.08], [0.22, 0.43, 0.28], [-0.39, 0.39, -0.04], [-0.40, -0.32, 0.07], [-0.02, -0.23, 0.72], [0.01, 0.23, -0.20], [0.54, 0.76, 0.07], [-0.13, -0.16, 0.27], [0.16, -0.39, 0.04]], "e_tot_ev": -27392.7394, "de_lowest_ev": 1.6126, "homo_energy_ev": -9.756, "charge": 1, "gap_ha": 0.21125}

{"formula": "C4H11N2OS", "method": "ωB97M-V/def2-TZVPD", "species": ["C", "C", "C", "C", "N", "N", "O", "S", "H", "H", "H", "H", "H", "H", "H", "H", "H", "H", "H"], "xyz": [[1.1981, 0.9073, 0.0822], [2.5082, 0.4600, -0.3319], [-1.0070, -1.0110, -1.1500], [-1.7564, -0.3954, 0.0473], [0.6861, 0.5206, 1.2291], [-2.2802, -1.2504, 0.9331], [0.6739, 1.8143, -0.6960], [-2.0624, 1.2541, 0.2975], [2.8543, -0.2794, 0.2975], [2.8143, 0.1491, -1.3471], [3.3086, 1.3220, -0.3677], [-1.5006, -1.7900, -1.6383], [0.0122, -1.4087, -1.0629], [-0.8942, -0.1344, -1.7332], [1.3000, 0.0758, 1.9077], [-2.5824, -2.1502, 0.7068], [-0.3216, 2.0545, -0.3861], [-2.7484, -0.8556, 1.7042], [-0.2023, 0.7174, 1.5079]], "forces_ev_per_a": [[-0.27, 2.04, -1.11], [3.26, 2.04, -1.48], [0.62, 1.91, 1.29], [-0.26, -1.10, 0.13], [3.83, -1.00, -0.55], [0.77, 1.41, -0.55], [-1.58, -0.60, 1.17], [-0.02, -0.51, -0.29], [0.94, -1.53, 1.48], [-1.63, -0.17, -0.01], [-1.74, -1.05, 0.89], [-1.40, -0.99, -0.77], [-0.16, 0.17, 1.07], [0.04, 0.38, -1.50], [-0.20, -0.17, -0.45], [0.09, -1.76, -0.60], [1.37, -0.77, -0.54], [-0.74, 0.57, 0.92], [-2.90, 1.14, 0.89]], "e_tot_ev": -20182.4019, "de_lowest_ev": 1.2715, "homo_energy_ev": -13.235, "charge": 1, "gap_ha": 0.34287}